{
  "formula": "C34H29BrCrN2O6SbSe",
  "method": "the ωB97M-V functional and the def2-TZVPD basis",
  "fmax_ev_per_a": 1.911,
  "charge": -1,
  "mol_weight_g_mol": 894.23,
  "multiplicity": 5,
  "e_tot_ha": -8134.101871,
  "orbital_gap_ev": [5.92, 7.08],
  "e_above_lowest_kcal_mol": 27.4,
  "s2": 6.1103,
  "elements": ["Cr", "O", "C", "C", "C", "C", "C", "C", "C", "O", "N", "N", "C", "C", "Br", "C", "C", "C", "C", "C", "C", "C", "H", "H", "H", "H", "H", "H", "H", "H", "H", "H", "H", "H", "H", "H", "C", "C", "C", "C", "C", "C", "Sb", "C", "C", "C", "C", "C", "C", "C", "C", "C", "C", "C", "C", "H", "H", "H", "H", "H", "H", "H", "H", "H", "H", "H", "H", "H", "H", "H", "O", "Se", "O", "O", "O"],
  "positions_angstrom": [[-0.319489, -1.406278, -2.157831], [-2.835823, -1.833104, -4.376152], [-2.964620, -0.524878, -4.652616], [-3.217689, -0.185766, -5.985845], [-3.461118, 1.123243, -6.345694], [-3.468950, 2.124065, -5.382255], [-3.200739, 1.793448, -4.066633], [-2.921040, 0.484634, -3.682402], [-2.575143, 0.253614, -2.201299], [-2.212510, -1.026487, -1.833331], [-1.476178, 1.191239, -1.844503], [-0.256271, 0.520386, -1.963415], [0.799247, 1.245918, -1.617279], [2.107583, 0.743078, -1.578610], [2.198852, -1.170492, -1.937291], [3.267681, 1.347644, -1.193808], [3.461542, 2.753860, -0.907674], [4.446481, 3.130416, 0.017936], [4.645607, 4.457021, 0.348425], [3.873423, 5.451336, -0.240146], [2.937608, 5.102901, -1.204706], [2.735876, 3.775870, -1.539268], [-2.801380, -1.932390, -3.402260], [-3.229106, -0.987398, -6.713288], [-3.663686, 1.360388, -7.383230], [-3.670670, 3.151357, -5.659436], [-3.188216, 2.563118, -3.303681], [-3.443308, 0.588029, -1.611634], [-1.572299, 1.503866, -0.881643], [0.623628, 2.277082, -1.329117], [4.123352, 0.698970, -1.050511], [5.034914, 2.356027, 0.495558], [5.410524, 4.727154, 1.066072], [4.014142, 6.488470, 0.035218], [2.371708, 5.876528, -1.708859], [2.056146, 3.513673, -2.339055], [-4.043720, 0.578631, 3.472147], [-3.831627, -0.792273, 3.469119], [-2.723888, -1.327431, 2.825782], [-1.808375, -0.502828, 2.177495], [-2.047633, 0.868951, 2.166901], [-3.146888, 1.410860, 2.818052], [-0.166676, -1.359288, 1.021558], [1.386190, -0.240576, 2.093346], [2.390816, -0.887042, 2.809233], [3.410116, -0.163721, 3.415484], [3.449488, 1.218376, 3.301372], [2.479354, 1.871312, 2.554693], [1.467948, 1.142491, 1.946303], [-0.021212, -3.115431, 2.279272], [0.043559, -2.982644, 3.666612], [0.146745, -4.102575, 4.476800], [0.174483, -5.371387, 3.912074], [0.103215, -5.511037, 2.535086], [0.010933, -4.387622, 1.720967], [-4.905973, 0.997446, 3.976175], [-4.533292, -1.448758, 3.969847], [-2.567257, -2.399627, 2.831185], [-1.361301, 1.534274, 1.653520], [-3.304783, 2.483031, 2.813905], [2.375107, -1.966538, 2.897274], [4.176012, -0.684389, 3.978605], [4.243318, 1.781163, 3.777936], [2.519338, 2.947896, 2.437115], [0.735494, 1.666982, 1.341528], [0.012905, -1.994283, 4.112043], [0.203787, -3.986091, 5.552980], [0.249993, -6.246970, 4.545562], [0.119262, -6.495567, 2.084764], [-0.035714, -4.515902, 0.651045], [0.174608, -2.918462, -3.500083], [0.264166, -3.993616, -2.244766], [1.744663, -3.991761, -1.619629], [-0.755734, -3.195326, -1.192037], [-0.257530, -5.456836, -2.599003]],
  "forces_ev_per_a": [[-1.80, -0.16, 0.16], [-0.06, -0.18, 0.27], [-0.32, 0.27, 0.05], [0.05, -0.05, 0.04], [0.00, -0.07, -0.08], [-0.03, 0.18, 0.02], [0.05, -0.11, -0.14], [0.24, -0.12, 0.19], [0.16, 0.01, 0.11], [-0.16, 0.05, -0.83], [-0.21, 0.12, 0.10], [0.77, 0.66, 0.02], [-0.83, 0.32, -0.23], [0.82, -0.81, 0.18], [0.73, 0.76, 0.25], [-0.45, -0.57, -0.30], [0.07, 0.59, 0.07], [-0.11, -0.17, -0.07], [0.02, 0.13, 0.03], [0.01, -0.05, -0.05], [-0.02, 0.13, 0.07], [0.12, -0.28, -0.02], [0.28, 0.00, 0.00], [-0.01, 0.01, 0.00], [0.02, 0.02, 0.00], [-0.02, -0.01, 0.01], [0.04, 0.02, -0.02], [0.07, 0.03, 0.03], [-0.07, -0.11, 0.02], [0.02, 0.00, 0.05], [0.03, 0.04, 0.02], [0.01, 0.01, 0.01], [-0.03, -0.04, 0.04], [0.03, 0.00, -0.03], [-0.03, -0.02, 0.00], [-0.06, 0.07, 0.02], [0.00, 0.01, 0.01], [-0.04, 0.00, 0.03], [0.03, 0.00, -0.01], [0.12, -0.17, -0.25], [0.04, -0.03, 0.00], [-0.01, 0.05, 0.00], [0.08, 0.19, 0.94], [-0.14, -0.28, -0.22], [-0.02, 0.04, 0.01], [0.04, -0.03, 0.01], [0.04, -0.02, 0.00], [0.01, 0.08, 0.02], [-0.03, -0.03, 0.04], [0.01, 0.28, -0.20], [-0.03, 0.01, -0.04], [-0.01, 0.04, 0.12], [-0.01, -0.01, -0.06], [0.01, -0.03, 0.08], [0.03, -0.06, -0.02], [0.00, -0.01, 0.00], [0.01, -0.01, -0.01], [-0.04, 0.00, 0.02], [-0.02, 0.04, 0.03], [0.00, -0.01, -0.02], [0.03, 0.01, 0.05], [0.00, 0.01, -0.01], [-0.01, 0.01, 0.00], [-0.01, 0.00, -0.02], [0.02, 0.05, 0.01], [0.00, -0.02, 0.04], [-0.01, 0.01, -0.01], [0.00, 0.00, 0.00], [0.02, 0.01, -0.01], [-0.02, 0.06, -0.10], [-0.04, 0.71, -0.43], [0.02, -1.91, -0.11], [0.85, 0.24, 0.29], [0.10, 0.61, 0.06], [-0.37, -0.50, -0.22]]
}


{
  "formula": "C34H29Cl4O3SSbTc",
  "method": "the ωB97M-V functional and the def2-TZVPD basis",
  "fmax_ev_per_a": 0.853,
  "charge": 2,
  "mol_weight_g_mol": 879.24,
  "multiplicity": 2,
  "e_tot_ha": -4098.109977,
  "orbital_gap_ev": [5.78, 5.75],
  "e_above_lowest_kcal_mol": 4.9,
  "s2": 0.7985,
  "elements": ["Tc", "Cl", "C", "C", "Cl", "C", "Cl", "C", "O", "C", "O", "C", "Cl", "C", "C", "C", "C", "C", "C", "C", "Sb", "C", "C", "C", "C", "C", "C", "C", "C", "C", "C", "C", "C", "C", "C", "H", "H", "H", "H", "H", "H", "H", "H", "H", "H", "H", "H", "H", "H", "H", "H", "H", "H", "H", "H", "H", "C", "S", "O", "C", "C", "C", "C", "C", "C", "H", "H", "H", "H", "H", "H", "H", "H"],
  "positions_angstrom": [[-0.842539, -1.616180, 0.526237], [-5.630045, 1.001247, -3.376430], [-4.485144, -0.020196, -2.655992], [-4.414683, -1.400944, -3.087224], [-5.496065, -1.952988, -4.276311], [-3.505273, -2.263739, -2.539908], [-3.364662, -3.906602, -2.976838], [-2.634584, -1.744023, -1.571617], [-1.685912, -2.422948, -0.962608], [-2.726373, -0.411712, -1.115220], [-1.872613, -0.113751, -0.178264], [-3.663197, 0.471728, -1.673960], [-3.764824, 2.074776, -1.075818], [1.999008, -3.382820, -1.346950], [3.118445, -2.387796, -1.539320], [4.340319, -2.793892, -2.067237], [5.391059, -1.899548, -2.219528], [5.244609, -0.569859, -1.849281], [4.037742, -0.136461, -1.318030], [2.995009, -1.049064, -1.169773], [1.240838, -0.197697, -0.382455], [2.005429, 0.798374, 1.331191], [1.776639, 2.147535, 1.586180], [2.243509, 2.735962, 2.756264], [2.920520, 1.963259, 3.682907], [3.131084, 0.612012, 3.434535], [2.687758, -0.002849, 2.266454], [2.969370, -1.473609, 2.075910], [0.530858, 0.805098, -2.101883], [0.674744, -0.011008, -3.226556], [0.209403, 0.414850, -4.461662], [-0.389195, 1.660231, -4.568053], [-0.527280, 2.466533, -3.447968], [-0.077596, 2.062735, -2.191742], [-0.225721, 3.008969, -1.034218], [2.151895, -4.277463, -1.947953], [1.027753, -2.966633, -1.630645], [1.937028, -3.704571, -0.301717], [4.469101, -3.828422, -2.364446], [6.330641, -2.244018, -2.632619], [6.061856, 0.127837, -1.974839], [3.927403, 0.902905, -1.026362], [1.251782, 2.760704, 0.877557], [2.080784, 3.792320, 2.930834], [3.294343, 2.407307, 4.597236], [3.668644, 0.014107, 4.162280], [3.391345, -1.901087, 2.983533], [3.680769, -1.645388, 1.268969], [2.062886, -2.042096, 1.845314], [1.159026, -0.978909, -3.155301], [0.323605, -0.218713, -5.331562], [-0.741843, 2.011582, -5.529575], [-0.993259, 3.441045, -3.545784], [-1.009588, 3.738220, -1.228001], [0.697195, 3.569928, -0.884011], [-0.487381, 2.484041, -0.112825], [-1.289674, -1.361791, 4.803398], [-0.799500, -0.201996, 3.562973], [-0.381892, -1.143174, 2.372133], [-2.308486, 0.516256, 3.057460], [-2.341602, 1.902543, 3.006506], [-3.501619, 2.520602, 2.554962], [-4.582491, 1.752016, 2.151094], [-4.528435, 0.357177, 2.196311], [-3.387777, -0.271869, 2.655156], [-2.109077, -1.978441, 4.440561], [-1.590535, -0.776478, 5.674322], [-0.411641, -1.962966, 5.038766], [-1.482375, 2.486629, 3.315234], [-3.555445, 3.600522, 2.516458], [-5.484981, 2.239205, 1.803828], [-5.383529, -0.231640, 1.888595], [-3.355593, -1.354907, 2.717298]],
  "forces_ev_per_a": [[0.23, 0.82, 0.01], [-0.15, 0.12, -0.09], [-0.09, -0.52, -0.28], [-0.25, 0.58, 0.02], [-0.06, -0.03, -0.10], [0.27, -0.14, 0.01], [-0.02, 0.04, -0.03], [-0.11, 0.33, 0.24], [0.44, 0.05, 0.19], [-0.27, -0.38, -0.25], [0.55, -0.04, 0.24], [0.13, -0.05, 0.20], [0.09, -0.04, -0.15], [0.04, 0.08, 0.01], [-0.06, -0.04, 0.05], [0.02, -0.05, -0.03], [-0.01, 0.00, 0.00], [-0.03, 0.01, 0.02], [0.06, -0.17, -0.06], [-0.14, -0.12, 0.02], [-0.07, 0.08, -0.09], [-0.22, -0.10, 0.14], [0.12, -0.04, 0.09], [-0.02, -0.03, -0.05], [0.03, -0.07, 0.00], [0.05, 0.02, 0.03], [-0.03, 0.01, 0.04], [0.00, 0.10, -0.02], [-0.01, 0.17, 0.03], [-0.10, 0.08, -0.04], [0.01, -0.04, 0.03], [-0.01, 0.02, -0.02], [-0.02, -0.01, 0.01], [-0.04, -0.08, -0.08], [-0.08, -0.09, -0.05], [0.02, 0.01, 0.01], [0.01, -0.01, -0.05], [0.02, 0.00, 0.01], [0.00, 0.04, 0.01], [-0.03, 0.01, 0.01], [-0.01, -0.01, 0.01], [-0.02, -0.02, 0.01], [0.00, 0.04, -0.05], [0.01, -0.04, -0.01], [-0.02, -0.02, -0.03], [-0.02, 0.03, -0.02], [-0.02, 0.01, 0.01], [0.04, 0.01, -0.01], [-0.03, 0.00, -0.02], [0.03, 0.01, 0.00], [0.01, 0.01, 0.02], [-0.01, -0.01, 0.03], [0.03, -0.04, 0.00], [-0.04, -0.02, -0.03], [0.04, 0.01, 0.02], [-0.03, -0.02, -0.01], [0.02, -0.21, 0.05], [0.35, 0.39, -0.20], [-0.31, -0.67, 0.12], [-0.09, -0.04, -0.08], [-0.09, 0.06, -0.08], [0.00, -0.01, 0.02], [-0.01, -0.05, 0.08], [-0.02, 0.05, 0.02], [-0.08, 0.08, 0.06], [0.02, -0.03, 0.08], [0.00, -0.03, -0.04], [-0.05, 0.01, 0.04], [-0.01, -0.02, -0.01], [-0.01, -0.02, 0.01], [0.03, -0.03, 0.00], [0.02, 0.04, 0.01], [0.02, 0.03, -0.02]]
}


{
  "formula": "C34H29CoNO5Sb2",
  "method": "the ωB97M-V functional and the def2-TZVPD basis",
  "fmax_ev_per_a": 1.659,
  "charge": 1,
  "mol_weight_g_mol": 834.06,
  "multiplicity": 5,
  "e_tot_ha": -3606.743347,
  "orbital_gap_ev": [6.49, 4.84],
  "e_above_lowest_kcal_mol": 23.5,
  "s2": 6.0725,
  "elements": ["Co", "O", "C", "C", "C", "N", "C", "C", "C", "O", "O", "C", "O", "O", "H", "H", "H", "C", "C", "C", "Sb", "C", "C", "C", "C", "C", "C", "C", "C", "C", "C", "C", "C", "Sb", "C", "C", "C", "C", "C", "C", "C", "C", "C", "C", "C", "C", "H", "H", "H", "H", "H", "H", "H", "H", "H", "H", "H", "H", "H", "H", "H", "H", "H", "H", "H", "H", "H", "H", "H", "H", "H", "H"],
  "positions_angstrom": [[1.859565, -0.806244, 1.192015], [1.741365, -0.929644, 7.038315], [1.802765, -0.877544, 5.710815], [2.956865, -0.458844, 5.026815], [2.922365, -0.433344, 3.649915], [1.809765, -0.779344, 3.005215], [0.689765, -1.174044, 3.614515], [0.648865, -1.239144, 4.989615], [-0.357635, -1.470344, 2.550315], [-1.198535, -2.582244, 2.822515], [0.266065, -1.539744, 1.333215], [3.967165, 0.005756, 2.611315], [5.017665, 0.511356, 2.903815], [3.529665, -0.202944, 1.400515], [2.567265, -0.644644, 7.455915], [3.858765, -0.168544, 5.543415], [-0.228035, -1.565844, 5.523515], [2.004965, 2.726156, -0.098085], [2.489765, 2.418956, -1.487985], [3.025565, 1.018856, -1.636085], [1.300365, -0.573344, -1.234085], [0.045765, -2.469544, -1.346485], [0.425965, -3.618344, -0.680485], [-0.399235, -4.731744, -0.741785], [-1.579235, -4.685544, -1.465685], [-1.951535, -3.522844, -2.118185], [-1.140035, -2.400844, -2.051985], [0.862765, -0.266944, -3.341085], [0.277565, 0.871056, -3.865685], [0.212865, 1.051556, -5.237785], [0.735865, 0.091556, -6.086285], [1.302565, -1.060044, -5.563385], [1.365965, -1.237744, -4.193085], [0.014665, 1.526856, 0.597015], [-1.344535, 3.116056, 0.026615], [-1.452735, 3.646656, -1.246185], [-2.302435, 4.713356, -1.488285], [-3.022535, 5.275256, -0.448585], [-2.911735, 4.752156, 0.829415], [-2.083635, 3.669956, 1.061715], [-1.772935, 0.154156, 1.197915], [-1.598335, -0.506844, 2.514915], [-2.408135, -1.799344, 2.750715], [-3.331435, -2.200744, 1.641715], [-3.460035, -1.468644, 0.536115], [-2.642635, -0.289044, 0.289915], [1.706565, 3.765456, 0.035015], [2.742065, 2.432856, 0.651415], [3.315065, 3.115356, -1.706185], [1.716365, 2.622356, -2.234785], [3.810465, 0.799256, -0.913585], [3.347365, 0.803556, -2.654285], [1.352765, -3.647744, -0.119185], [-0.118735, -5.637544, -0.224185], [-2.206235, -5.561844, -1.530285], [-2.864035, -3.485944, -2.694185], [-1.422935, -1.486144, -2.561685], [-0.145935, 1.612756, -3.199185], [-0.241635, 1.944856, -5.640885], [0.699965, 0.236156, -7.154685], [1.700565, -1.817044, -6.222085], [1.812365, -2.133744, -3.781885], [-0.873935, 3.230656, -2.059085], [-2.400235, 5.102856, -2.490685], [-3.670535, 6.118456, -0.630085], [-3.470035, 5.184756, 1.645515], [-1.994035, 3.259456, 2.059015], [-1.596435, 0.203956, 3.343715], [-2.932235, -1.835044, 3.714415], [-3.877035, -3.120944, 1.790315], [-4.148235, -1.761144, -0.242285], [-2.758535, 0.208756, -0.666785]],
  "forces_ev_per_a": [[0.16, -0.16, 0.25], [-0.04, -0.04, 0.38], [0.09, 0.18, -0.70], [0.03, -0.04, -0.24], [-0.20, 0.14, -0.11], [0.04, -0.12, 0.93], [0.26, -0.23, -0.05], [0.17, 0.05, 0.06], [-0.33, 0.38, 0.16], [0.33, -0.28, 0.10], [-1.07, -0.79, -0.13], [0.27, 0.17, 0.90], [-0.13, -0.13, 0.15], [1.11, 0.52, -0.96], [-0.11, -0.07, -0.16], [0.10, 0.04, 0.09], [-0.14, -0.06, 0.02], [0.18, 0.08, -0.15], [-0.47, -0.25, 0.06], [0.53, 0.43, -0.08], [-0.55, -0.88, -1.30], [0.40, 0.86, 0.07], [0.19, -0.05, 0.10], [0.17, -0.04, 0.03], [-0.04, -0.02, -0.02], [-0.06, 0.07, -0.09], [-0.01, 0.18, -0.19], [0.11, 0.12, 0.55], [-0.13, 0.23, 0.29], [-0.07, 0.09, -0.02], [0.01, -0.05, -0.04], [0.03, 0.03, -0.10], [0.12, -0.26, 0.25], [-1.31, 0.52, 0.22], [0.62, -0.50, 0.09], [0.18, -0.04, -0.25], [-0.02, 0.01, -0.14], [-0.05, 0.00, 0.03], [-0.06, 0.06, 0.07], [0.06, -0.17, 0.24], [0.88, 0.37, -0.29], [0.22, -0.05, 0.12], [-0.22, 0.39, 0.08], [0.22, -0.02, 0.06], [-0.21, -0.33, 0.20], [0.23, 0.63, -0.03], [-0.29, -0.10, 0.08], [-0.22, -0.13, 0.14], [0.04, -0.04, -0.05], [0.09, 0.08, -0.01], [-0.17, -0.24, 0.12], [-0.18, -0.25, 0.02], [-0.09, -0.06, 0.04], [0.05, -0.05, 0.02], [-0.07, -0.07, 0.03], [-0.12, -0.01, -0.02], [-0.05, -0.08, -0.06], [0.00, 0.07, -0.09], [-0.05, 0.04, -0.03], [-0.03, 0.01, -0.10], [0.04, -0.06, -0.04], [0.01, -0.15, -0.08], [0.03, 0.04, -0.11], [0.01, 0.06, -0.07], [-0.07, 0.07, -0.04], [-0.05, 0.05, 0.07], [-0.12, 0.01, 0.13], [-0.17, -0.05, -0.04], [0.07, 0.02, -0.15], [-0.16, -0.04, -0.08], [-0.09, -0.10, -0.05], [0.09, 0.00, -0.07]]
}